The following is a DFT calculation (ωB97M-V/def2-TZVPD) of 2 unconnected molecules or ions with the total composition C3H12N2S in a non-equilibrium geometry.

Its SMILES is CSC.NCN. The calculation puts the max |F| at 3.435 eV/A. The calculation puts the HOMO-LUMO gap at 9.584 eV. The energy above the lowest of the compared OMol25 structures with the same formula, charge and spin comes out at 1.000 eV. As for the HOMO energy: -8.6 eV.

Structure (XYZ):
```
18
Properties=species:S:1:pos:R:3:forces:R:3
C -3.47521 2.33042 0.75617 0.325 -0.835 0.553
S -1.85892 1.37812 0.89409 -0.672 0.352 -0.416
C -2.29657 0.35520 2.32570 -0.087 -0.678 0.631
H -3.70950 3.07370 0.00982 1.181 -0.009 -0.944
H -3.55305 2.90884 1.65521 -0.343 -0.100 0.824
H -4.26593 1.60335 0.63035 -0.232 -0.215 0.444
H -2.66393 0.95687 3.14046 0.258 0.481 0.406
H -3.07441 -0.37489 2.20618 -0.895 -0.121 -1.004
H -1.53555 -0.35180 2.71331 0.471 1.119 -0.498
N 2.67575 -2.43219 -1.31798 -0.358 -1.020 -1.034
C 3.08379 -1.08179 -1.19450 -0.744 2.065 2.642
N 3.18969 -0.19762 -2.34608 0.368 -0.867 -0.395
H 1.78342 -2.73321 -1.66931 -0.155 0.651 -0.005
H 3.12979 -3.19868 -0.87442 0.632 0.150 0.325
H 2.38056 -0.47959 -0.46779 0.969 -1.043 -1.185
H 4.04527 -1.06782 -0.64246 -0.376 -0.129 -0.498
H 3.86373 -0.57057 -3.02727 -0.529 0.170 0.265
H 2.28107 -0.11833 -2.79149 0.188 0.029 -0.110
```
Positions in Å, forces in eV/Å.